26
Properties=species:S:1:pos:R:3 method="wB97M-V/def2-TZVPD" e_above_lowest_kj_mol=168.0 mol_weight_da=177.3 lumo_energy_ev=0.5 e_homo_ev=-9.88
C -1.01551 1.50043 -0.67251
C -0.41900 0.61289 0.43638
C -1.56065 0.42578 1.50305
C 0.85416 1.04099 1.08021
N 1.99345 0.99968 0.19278
S 1.71773 -0.11373 -1.00128
O 1.77107 0.53812 -2.29345
O 2.75919 -1.11398 -0.94936
C 0.13712 -0.90234 -0.43463
C 0.51875 -1.89253 0.58146
C -0.74779 -1.26878 -1.55976
H -1.65335 2.19163 -0.11223
H -1.59904 0.85023 -1.39153
H -0.20097 2.08890 -1.20322
H -1.59537 1.26657 2.04451
H -1.19458 -0.45114 2.18673
H -2.62456 0.35894 1.07403
H 0.82248 2.00708 1.59890
H 1.09179 0.36827 1.98234
H 2.07736 1.86456 -0.34177
H 0.57661 -2.91912 0.23365
H -0.27006 -1.73490 1.33003
H 1.41894 -1.65820 1.08983
H -1.71664 -1.49480 -1.07267
H -0.26515 -2.15577 -1.97624
H -0.87598 -0.40878 -2.32526